# 1
This record from the Open Molecules 2025 dataset describes the molecule C13H27N2O3PS at a distorted geometry. The level of theory is the ωB97M-V functional and the def2-TZVPD basis.

Bonds (Å) are listed after each position.
Cartesian coordinates (Å):
1 C -1.11529 3.37387 1.19795  O2 1.429, H21 1.115, H22 1.086, H23 1.077
2 O -1.10376 1.95095 1.06314  C1 1.429, C3 1.341
3 C -0.99624 1.21369 2.17755  O2 1.341, O4 1.229, C5 1.524
4 O -1.10835 1.64785 3.32218  C3 1.229
5 C -0.64635 -0.26625 2.08547  C3 1.524, C6 1.561, C7 1.557, C8 1.553
6 C 0.82159 -0.45500 2.58074  C5 1.561, H24 1.068, H25 1.101, H26 1.107
7 C -1.46580 -1.15382 3.06810  C5 1.557, H27 1.091, H28 1.116, H29 1.106
8 C -0.88081 -0.76903 0.63525  C5 1.553, O9 1.336, C18 1.403
9 O 0.20294 -1.11916 -0.06352  C8 1.336, P10 1.651
10 P 0.73990 -0.05181 -1.20321  O9 1.651, S11 1.965, N12 1.737, N15 1.750
11 S -0.63577 0.96750 -2.16793  P10 1.965
12 N 1.57274 -0.90418 -2.46659  P10 1.737, C13 1.421, C14 1.487
13 C 1.60187 -2.30968 -2.26264  N12 1.421, H30 1.131, H31 1.112, H32 1.126
14 C 1.44521 -0.43840 -3.87342  N12 1.487, H33 1.097, H34 1.111, H35 1.069
15 N 1.92071 0.96565 -0.40754  P10 1.750, C16 1.470, C17 1.450
16 C 3.19757 0.33564 -0.04367  N15 1.470, H36 1.080, H37 1.094, H38 1.105
17 C 2.10263 2.27782 -0.99690  N15 1.450, H39 1.067, H40 1.107, H41 1.109
18 C -2.17441 -0.99353 0.14155  C8 1.403, C19 1.536, C20 1.541
19 C -2.39517 -1.77282 -1.16399  C18 1.536, H42 1.098, H43 1.095, H44 1.059
20 C -3.45801 -0.45100 0.80036  C18 1.541, H45 1.103, H46 1.083, H47 1.096
21 H -0.80562 3.86471 0.24562  C1 1.115
22 H -2.12340 3.66119 1.48174  C1 1.086
23 H -0.45278 3.73593 1.96626  C1 1.077
24 H 0.96433 -0.21378 3.61110  C6 1.068
25 H 1.16834 -1.48620 2.41236  C6 1.101
26 H 1.47042 0.24081 2.01529  C6 1.107
27 H -1.62932 -2.14911 2.65289  C7 1.091
28 H -2.45566 -0.73167 3.36565  C7 1.116
29 H -0.87831 -1.32140 3.98953  C7 1.106
30 H 2.04040 -2.59687 -1.26020  C13 1.131
31 H 2.21636 -2.76853 -3.06850  C13 1.112
32 H 0.55994 -2.73330 -2.32208  C13 1.126
33 H 2.22300 -0.90963 -4.48719  C14 1.097
34 H 0.43621 -0.75174 -4.21650  C14 1.111
35 H 1.57561 0.62293 -3.88657  C14 1.069
36 H 3.65330 0.88430 0.76694  C16 1.080
37 H 3.00950 -0.69230 0.28037  C16 1.094
38 H 3.88743 0.30717 -0.90634  C16 1.105
39 H 2.51128 2.23124 -1.98133  C17 1.067
40 H 2.76647 2.90354 -0.36943  C17 1.107
41 H 1.09850 2.74707 -1.04240  C17 1.109
42 H -1.56806 -2.47241 -1.34466  C19 1.098
43 H -3.31173 -2.37075 -1.11878  C19 1.095
44 H -2.57217 -1.12641 -1.98393  C19 1.059
45 H -3.87524 0.29200 0.10072  C20 1.103
46 H -3.33575 0.03610 1.75953  C20 1.083
47 H -4.19824 -1.25113 0.91700  C20 1.096

Partial atomic charges computed with the Mulliken method, in multiples of e: -0.912, -0.031, -0.078, -0.642, 2.745, -1.875, -1.812, -0.315, -0.631, 0.154, -0.345, 0.209, -0.768, -1.003, 0.285, -1.116, -1.067, 1.426, -1.546, -1.692, 0.215, 0.329, 0.400, 0.561, 0.400, 0.228, 0.369, 0.299, 0.414, 0.170, 0.385, 0.230, 0.324, 0.353, 0.330, 0.385, 0.370, 0.317, 0.328, 0.333, 0.264, 0.179, 0.521, 0.308, 0.295, 0.275, 0.430

---

# 2
This record from the Open Molecules 2025 dataset describes the molecule C5H11NO2S at a distorted geometry. The level of theory is the ωB97M-V functional and the def2-TZVPD basis.

Bonds (Å) are listed after each position.
Cartesian coordinates (Å):
1 C -2.72475 -0.90522 0.49143  S2 1.789, H10 1.124, H11 1.054, H12 1.145
2 S -1.49418 0.21467 -0.16459  C1 1.789, O3 1.440, O4 1.475, C5 1.821
3 O -1.76974 1.47228 0.48004  S2 1.440
4 O -1.42200 0.29058 -1.63636  S2 1.475
5 C 0.01091 -0.58296 0.47862  S2 1.821, C6 1.548, H13 1.166, H14 1.051
6 C 1.25267 0.26008 0.09863  C5 1.548, N7 1.441, C8 1.486, C9 1.501
7 N 1.09214 1.60097 0.60201  C6 1.441, H15 1.001, H16 1.004
8 C 1.60365 0.20545 -1.34383  C6 1.486, C9 1.469, H17 1.052, H18 1.035
9 C 2.53165 -0.37458 -0.36375  C6 1.501, C8 1.469, H19 1.039, H20 1.064
10 H -3.64148 -1.11777 -0.12337  C1 1.124
11 H -2.27630 -1.82261 0.75270  C1 1.054
12 H -3.22966 -0.39380 1.38239  C1 1.145
13 H -0.20615 -0.44272 1.61561  C5 1.166
14 H -0.06886 -1.52916 0.02785  C5 1.051
15 H 0.44795 2.22429 0.15759  N7 1.001
16 H 0.89751 1.44696 1.57535  N7 1.004
17 H 1.95586 1.11258 -1.74466  C8 1.052
18 H 1.23358 -0.39203 -2.10352  C8 1.035
19 H 2.46290 -1.40771 -0.27292  C9 1.039
20 H 3.34433 0.14068 0.09077  C9 1.064

Partial atomic charges computed with the Mulliken method, in multiples of e: -1.014, 1.275, -0.677, -0.647, -1.102, 0.645, -0.632, -0.987, -0.522, 0.341, 0.365, 0.334, 0.355, 0.575, 0.284, 0.250, 0.301, 0.277, 0.292, 0.289

---

# 3
This record from the Open Molecules 2025 dataset describes a cluster of 2 separate species, C4H5N5O in total at a distorted geometry. The level of theory is the ωB97M-V functional and the def2-TZVPD basis.

Bonds (Å) are listed after each position.
Cartesian coordinates (Å):
1 N 1.62802 -0.01276 -2.26956  C2 1.197
2 C 1.57670 0.04773 -1.07532  N1 1.197, C3 1.476
3 C 0.95269 0.44675 0.20086  C2 1.476, C4 1.500, H10 1.101, H11 1.102
4 C -0.09903 -0.50591 0.68814  C3 1.500, C5 1.406, N9 1.318
5 C -0.73951 -0.34402 1.92943  C4 1.406, N6 1.315, H12 1.092
6 N -1.70511 -1.16892 2.26937  C5 1.315, N7 1.325
7 N -2.10920 -2.08615 1.40324  N6 1.325, N8 1.292
8 N -1.51648 -2.24477 0.26634  N7 1.292, N9 1.322
9 N -0.51774 -1.46581 -0.11237  C4 1.318, N8 1.322
10 H 1.73840 0.53491 0.96723  C3 1.101
11 H 0.51221 1.44866 0.07647  C3 1.102
12 H -0.52267 0.48754 2.60240  C5 1.092
13 O 3.34126 -1.36988 -1.14357  H14 0.969, H15 1.197
14 H 2.91080 -1.98456 -0.53118  O13 0.969
15 H 2.88362 -1.11141 -2.21921  O13 1.197

Partial atomic charges computed with the Mulliken method, in multiples of e: -0.602, 0.278, -0.251, 0.580, -0.196, -0.266, -0.221, -0.397, 0.038, 0.329, 0.321, 0.406, -0.784, 0.314, 0.451

---

Total energy across the listed records, respectively: -1586.30956; -800.44012; -504.25395 hartree.
HOMO energy across the listed records, respectively: -8.2; -9.2; -10.0 eV.